107
Properties=species:S:1:pos:R:3 method="wB97M-V/def2-TZVPD" homo_lumo_gap_ev=5.62 homo_energy_ha=-0.1357 e_lumo_ev=1.9 energy_ev=-198797.843 charge=-1
K -1.3734 0.2323 1.0900
C 5.8002 4.0124 -2.4006
S 4.2705 4.0034 -3.3483
C 3.2394 4.9610 -2.2084
C 2.7427 4.1854 -0.9953
C 1.6940 3.1561 -1.4085
N 1.0275 2.4700 -0.2914
P 1.6299 1.0601 0.4561
C 3.4298 1.3953 0.6464
C 3.8082 2.1068 1.7839
C 5.1324 2.4679 1.9924
C 6.1016 2.1013 1.0685
C 5.7398 1.3798 -0.0609
C 4.4107 1.0334 -0.2734
C 1.7091 -0.2547 -0.8211
C 2.2363 -1.4745 -0.3854
C 2.3244 -2.5585 -1.2406
C 1.8615 -2.4530 -2.5479
C 1.3052 -1.2626 -2.9824
C 1.2328 -0.1692 -2.1243
P -0.3522 3.1405 0.5172
C 0.1590 4.8957 0.6826
C -0.0279 5.8646 -0.3010
C 0.5047 7.1374 -0.1472
C 1.2279 7.4573 0.9952
C 1.4014 6.5066 1.9917
C 0.8629 5.2363 1.8360
C -1.6451 3.2548 -0.7624
C -2.8009 3.9659 -0.4381
C -3.8811 3.9768 -1.3015
C -3.8280 3.2719 -2.4966
C -2.6936 2.5480 -2.8188
C -1.6086 2.5377 -1.9505
H 6.5263 3.4039 -2.9394
H 5.6616 3.5794 -1.4087
H 6.1956 5.0246 -2.3064
H 2.3930 5.3284 -2.7950
H 3.8090 5.8399 -1.9012
H 2.3176 4.8957 -0.2810
H 3.5802 3.6967 -0.4934
H 2.1652 2.4227 -2.0647
H 0.9226 3.6549 -2.0027
H 3.0553 2.3881 2.5135
H 5.4066 3.0262 2.8799
H 7.1384 2.3716 1.2322
H 6.4921 1.0898 -0.7865
H 4.1389 0.4848 -1.1676
H 2.5791 -1.5797 0.6399
H 2.7322 -3.4958 -0.8814
H 1.9153 -3.3069 -3.2127
H 0.9182 -1.1767 -3.9910
H 0.8034 0.7518 -2.4859
H -0.5919 5.6183 -1.1931
H 0.3550 7.8805 -0.9215
H 1.6451 8.4499 1.1131
H 1.9489 6.7556 2.8926
H 0.9907 4.4962 2.6196
H -2.8813 4.4690 0.5191
H -4.7853 4.4993 -1.0168
H -4.6883 3.2548 -3.1537
H -2.6564 1.9668 -3.7324
H -0.7393 1.9485 -2.1972
O -3.3162 -0.8594 1.1384
S -4.2824 0.2928 1.0828
O -3.9795 1.0442 -0.1514
O -5.6596 -0.1739 1.1572
S -3.8019 1.4631 2.6880
C 1.3665 -4.6898 1.6591
Si -0.1785 -5.1182 0.6747
C 0.3169 -5.3846 -1.1204
C -0.6999 -6.8288 1.2533
As -1.6026 -3.2472 0.8344
Si -2.6380 -3.5599 2.9693
C -2.8351 -5.3764 3.4283
C -4.2915 -2.7577 3.2047
C -1.3969 -2.8177 4.1576
Si -3.2400 -3.7819 -0.7927
C -2.4846 -3.3600 -2.4548
C -3.6688 -5.6135 -0.7686
C -4.8004 -2.8023 -0.6107
H 2.2052 -5.3248 1.3471
H 1.2034 -4.8540 2.7296
H 1.6547 -3.6438 1.5257
H 1.2349 -5.9859 -1.1283
H 0.5009 -4.4639 -1.6726
H -0.4541 -5.9497 -1.6514
H 0.0239 -7.5286 0.8156
H -1.6944 -7.1198 0.9115
H -0.6640 -6.9436 2.3363
H -3.1704 -6.0012 2.5989
H -3.5938 -5.4321 4.2173
H -1.9117 -5.8061 3.8227
H -4.9939 -2.9191 2.3845
H -4.2062 -1.6766 3.3243
H -4.7067 -3.1981 4.1208
H -0.4146 -3.2954 4.0899
H -1.7631 -2.9209 5.1855
H -1.2786 -1.7495 3.9595
H -1.6034 -3.9497 -2.7082
H -2.2062 -2.3023 -2.4692
H -3.2425 -3.5180 -3.2321
H -2.8271 -6.2482 -1.0553
H -4.4867 -5.7960 -1.4761
H -4.0084 -5.9283 0.2230
H -4.6315 -1.7400 -0.8023
H -5.2613 -2.8580 0.3778
H -5.5011 -3.1996 -1.3569

126
Properties=species:S:1:pos:R:3 method="wB97M-V/def2-TZVPD" homo_lumo_gap_ev=6.40 e_above_lowest_kj_mol=0.0 homo_energy_ha=-0.2608 e_lumo_ev=-0.7 energy_ev=-171254.525 smiles="CCCOc1c2c(c(S)c(B(O)CC)c1[Si](C)(C)C)C(=O)C(P(C)C)=C(Cc1ccccc1)C2=O.O=S1(=O)OCCO1.O=S1(=O)OCCO1.O=S1(=O)OCCO1.O=S1(=O)OCCO1.O=S1(=O)OCCO1"
C 1.1460 -3.6044 4.8612
C -0.0394 -3.4039 3.7971
C 0.2464 -2.2321 2.7108
O -0.4665 -1.0522 3.1812
C -1.0567 -0.3149 2.1201
C -2.2800 -0.9421 1.3615
C -3.0124 -0.2053 0.1719
C -2.4858 1.1941 -0.2367
S -3.3479 2.0315 -1.6674
C -1.2561 1.8411 0.5153
B -0.7973 3.3161 -0.0565
O -1.2792 4.4599 0.6870
C 0.1249 3.5291 -1.3899
C -0.6664 4.5598 -2.3574
C -0.5049 1.1055 1.6994
Si 1.0151 1.9520 2.5074
C 2.3935 1.9704 1.1324
C 1.7777 0.9764 3.9788
C 0.7112 3.7414 3.1146
C -4.2323 -0.9761 -0.5623
O -5.2708 -0.4123 -0.9781
C -4.0222 -2.5792 -0.6771
P -4.6053 -3.4658 -2.2322
C -5.9961 -4.7009 -1.8924
C -5.0662 -2.2025 -3.5618
C -3.3615 -3.2431 0.4185
C -3.0713 -4.8382 0.3506
C -2.0049 -5.1595 -0.8331
C -1.2346 -4.0537 -1.6203
C -0.2402 -4.3399 -2.7889
C 0.0441 -5.7948 -3.2442
C -0.6791 -6.9353 -2.4398
C -1.6786 -6.6392 -1.2637
C -2.8621 -2.4096 1.7102
O -2.9641 -2.8692 2.8738
H 0.7513 -4.3317 5.6724
H 1.3367 -2.6153 5.3990
H 2.0673 -4.0593 4.3624
H -0.2642 -4.3766 3.2163
H -0.9629 -3.0556 4.4005
H 1.3716 -1.9856 2.6897
H -0.1177 -2.6093 1.6938
H -3.8679 3.2349 -1.1712
H -0.5445 5.1208 0.7094
H 1.1088 4.0567 -1.0889
H 0.3487 2.5631 -1.9553
H -0.6192 5.6221 -1.9389
H -1.7824 4.2737 -2.3895
H -0.3071 4.5383 -3.4460
H 1.9610 2.1219 0.0877
H 3.1639 2.7480 1.4517
H 2.8339 0.8995 1.1568
H 2.2060 -0.0246 3.5896
H 0.9528 0.7471 4.7502
H 2.6255 1.6207 4.4008
H 0.8354 4.4263 2.1911
H 1.5572 4.0096 3.8496
H -0.3316 3.7877 3.5745
H -5.7813 -5.3302 -0.9638
H -6.9865 -4.1441 -1.7695
H -6.0423 -5.4017 -2.8084
H -4.2403 -1.3909 -3.5751
H -6.0682 -1.6802 -3.3769
H -5.0653 -2.6751 -4.5998
H -2.5216 -5.1319 1.3256
H -4.0212 -5.4590 0.2473
H -1.3761 -2.9393 -1.3583
H 0.2506 -3.4413 -3.3193
H 0.7447 -5.9792 -4.1187
H -0.4375 -8.0003 -2.7900
H -2.1816 -7.5135 -0.7048
O 3.2752 -4.7995 -3.1104
S 3.1815 -4.9685 -4.5290
O 2.1865 -4.3172 -5.3266
O 3.1412 -6.5597 -4.8483
C 4.2324 -6.9048 -5.7020
C 5.3251 -5.8946 -5.3868
O 4.6390 -4.6607 -5.1758
H 3.8964 -6.8123 -6.7387
H 4.5524 -7.9305 -5.5151
H 6.0491 -5.7989 -6.1961
H 5.8471 -6.1536 -4.4609
O 5.6355 1.9392 1.2027
S 5.5380 1.7951 -0.2196
O 4.5436 2.4608 -1.0035
O 5.4949 0.2099 -0.5657
C 6.5836 -0.1219 -1.4272
C 7.6786 0.8813 -1.0970
O 6.9950 2.1121 -0.8637
H 6.2456 -0.0114 -2.4615
H 6.9025 -1.1512 -1.2585
H 8.4011 0.9898 -1.9060
H 8.2021 0.6057 -0.1767
O -6.2636 -8.4875 0.9275
S -7.2676 -7.4990 0.6666
O -7.8265 -7.2823 -0.6333
O -6.7407 -6.0779 1.2474
C -7.6677 -5.5816 2.2138
C -8.3227 -6.8168 2.8132
O -8.4844 -7.7191 1.7180
H -8.4009 -4.9586 1.6940
H -7.1511 -4.9827 2.9647
H -9.2850 -6.5949 3.2744
H -7.6681 -7.2929 3.5493
O 2.7285 6.6148 2.7984
S 1.7249 7.6029 2.5318
O 1.1665 7.8146 1.2294
O 2.2447 9.0223 3.1239
C 1.3075 9.5114 4.0836
C 0.6478 8.2728 4.6718
O 0.4973 7.3759 3.5723
H 0.5781 10.1358 3.5597
H 1.8161 10.1074 4.8424
H -0.3193 8.4915 5.1250
H 1.2962 7.7945 5.4121
O 2.7579 7.5888 -1.4817
S 2.9666 8.8204 -0.7805
O 2.6380 8.9907 0.6017
O 2.2664 10.0128 -1.6312
C 3.2453 10.9926 -1.9775
C 4.5617 10.2341 -2.0650
O 4.5099 9.2797 -1.0061
H 3.2736 11.7423 -1.1816
H 2.9840 11.4748 -2.9203
H 5.4268 10.8877 -1.9520
H 4.6401 9.6875 -3.0096